{"formula": "C2H4N2S2", "method": "ωB97M-V/def2-TZVPD", "symbols": ["C", "C", "H", "H", "H", "H", "N", "N", "S", "S"], "coordinates": [[-0.202786, 0.643517, -0.412856], [-0.296175, -1.694854, 1.147681], [1.327088, 2.054998, 0.354420], [0.221455, 2.231652, -1.253881], [0.053299, -0.117380, -2.290406], [0.107557, -2.232128, 0.249668], [-0.011258, 1.996251, -0.233981], [-0.377466, -0.292895, -1.337887], [-0.437927, -0.010239, 1.300308], [-0.383788, -2.578922, 2.476935]], "atomic_forces_ev_per_a": [[-1.317, -5.157, 0.547], [1.415, -1.148, -0.719], [-4.906, -0.150, -2.023], [-0.288, 0.789, 1.618], [-0.973, 0.477, 1.250], [-0.797, 1.268, 0.319], [5.880, 0.705, -1.820], [1.740, 3.148, 0.770], [-0.326, 0.796, -0.900], [-0.427, -0.727, 0.957]], "mulliken_charge": [0.433, -0.143, 0.342, 0.335, 0.211, 0.306, -0.589, -0.604, -0.060, -0.232], "homo_energy_ev": -8.52, "max_force_ev_per_a": 6.2, "total_energy_ev": -26785.8846, "homo_lumo_gap_ev": 7.725, "de_lowest_kj_mol": 398.5, "e_lumo_ev": -0.7932}